The following is a quantum chemistry calculation of a molecular structure, C21H19BeClNPSe4, from the OMol25 dataset.

ORCA input file:
```
! wB97M-V def2-TZVPD RIJCOSX def2/J DEFGRID3
* xyz 0 1
Be -11.637 -8.722 -4.903
Cl -14.112 -6.494 -3.402
C -15.327 -7.375 -4.362
C -16.627 -7.286 -3.969
C -17.627 -7.992 -4.594
C -17.265 -8.796 -5.667
C -15.950 -8.782 -6.134
C -14.954 -8.031 -5.529
P -13.255 -7.993 -6.202
C -13.128 -6.241 -6.749
C -14.208 -5.348 -6.753
C -14.050 -4.041 -7.222
C -12.907 -3.657 -7.886
C -11.823 -4.474 -7.864
C -11.925 -5.786 -7.384
C -13.481 -8.926 -7.807
C -13.374 -10.309 -7.721
C -13.498 -11.084 -8.847
C -13.708 -10.534 -10.120
C -13.799 -9.150 -10.181
C -13.720 -8.331 -9.061
H -16.908 -6.537 -3.180
H -18.582 -8.047 -4.227
H -17.910 -9.398 -6.313
H -15.719 -9.353 -6.994
H -15.131 -5.532 -6.304
H -14.886 -3.375 -7.191
H -12.880 -2.703 -8.409
H -10.899 -4.244 -8.419
H -10.992 -6.457 -7.413
H -13.173 -10.839 -6.760
H -13.446 -12.202 -8.672
H -13.777 -11.133 -10.965
H -13.823 -8.697 -11.149
H -13.674 -7.298 -9.234
Se -10.512 -10.383 -5.844
Se -8.522 -10.125 -4.561
Se -9.235 -8.642 -2.904
Se -10.428 -7.040 -4.240
C -14.377 -11.468 -1.493
C -12.932 -11.044 -1.486
C -12.811 -10.152 -2.678
N -12.667 -9.514 -3.618
H -14.510 -12.088 -0.594
H -14.559 -12.042 -2.387
H -15.078 -10.630 -1.531
H -12.220 -11.785 -1.549
H -12.722 -10.486 -0.554
*
```

E_LUMO, eV: 0.26